Here is a cluster of 3 separate species, C2H2N2O4 in total from the Open Molecules 2025 dataset. Energies are from the ωB97M-V functional and the def2-TZVPD basis.

Each line ends with the Mulliken charge.
Geometry (Å):
C 0.053 1.654 0.354  0.77
C 2.298 -1.042 -0.767  0.70
N -1.801 0.707 0.536  -0.43
N -1.931 -0.435 0.196  0.04
O 1.431 -1.678 -0.352  -0.38
O 3.260 -0.484 -1.036  -0.32
O 0.123 1.692 -0.808  -0.44
O 0.358 1.645 1.486  -0.43
H -2.756 -1.097 0.595  0.26
H -1.037 -0.962 -0.204  0.24

Forces on atoms 1 to 2 (eV/Å):
1.1 -0.7 0.6
0.6 -0.4 1.0

Properties
* total charge: 0

***

Here is a cluster of 2 separate species, C2H2N2OS in total from the Open Molecules 2025 dataset. Energies are from the ωB97M-V functional and the def2-TZVPD basis.

Each line ends with the Mulliken charge.
Geometry (Å):
C -1.438 -1.599 -0.184  -0.11
N -0.294 -1.735 0.025  -0.11
S 1.216 -1.943 0.202  -0.17
H -2.472 -1.425 -0.195  0.40
N 2.610 1.097 0.479  -0.38
C 3.401 0.389 -0.064  0.51
O 4.252 -0.318 -0.393  -0.41
H 1.835 1.654 0.197  0.26

Forces on atoms 1 to 2 (eV/Å):
2.2 -0.2 0.5
-4.1 0.5 -0.8

Properties
* total charge: 0
* SMILES: C#[N+][S-].N=C=O

***

Here is the molecule C2H2N2OS from the Open Molecules 2025 dataset. Energies are from the ωB97M-V functional and the def2-TZVPD basis.

Each line ends with the Mulliken charge.
Geometry (Å):
N -1.863 -1.311 -1.758  -0.36
C -1.427 -0.674 -0.817  0.21
C -0.585 0.121 0.150  0.35
S -0.773 0.284 1.889  -0.36
N 0.590 0.433 -0.300  -0.14
O 1.580 0.982 0.539  -0.39
H 1.110 -0.158 -1.216  0.35
H 1.367 0.323 1.512  0.34

Forces on atoms 1 to 2 (eV/Å):
2.3 3.6 5.6
-1.1 -2.3 -4.4

Properties
* total charge: 0
* SMILES: N#CC(=S)NO

***

Here is the molecule C2H2N2OS2 from the Open Molecules 2025 dataset. Energies are from the ωB97M-V functional and the def2-TZVPD basis.

Each line ends with the Mulliken charge.
Geometry (Å):
S -2.816 -0.645 -0.071  -0.34
C -1.260 -0.179 0.033  0.12
N -0.152 -0.950 0.105  -0.40
C 0.853 -0.118 -0.014  0.70
S 2.517 -0.538 -0.071  -0.23
O 0.577 1.178 -0.040  -0.24
N -0.842 1.171 0.160  -0.07
H 2.333 -1.802 0.340  0.19
H -1.210 1.884 -0.443  0.29

Forces on atoms 1 to 2 (eV/Å):
-0.1 0.2 -0.1
-0.8 1.1 0.4

Properties
* total charge: 0
* SMILES: S=c1nc(S)o[nH]1

***

Here is the molecule C2H2N2OS2 from the Open Molecules 2025 dataset. Energies are from the ωB97M-V functional and the def2-TZVPD basis.

Each line ends with the Mulliken charge.
Geometry (Å):
S -1.731 -1.284 -0.083  -0.20
C -0.162 -0.587 -0.430  0.35
N 0.605 -1.034 -1.390  -0.31
O 1.689 -0.222 -1.397  -0.02
N 1.615 0.742 -0.446  -0.32
C 0.482 0.548 0.161  0.36
S -0.025 1.515 1.536  -0.19
H -1.583 -1.259 1.266  0.17
H -1.285 1.621 1.132  0.16

Forces on atoms 1 to 2 (eV/Å):
0.1 0.0 0.3
0.3 -0.1 -0.3

Properties
* total charge: 0
* SMILES: Sc1nonc1S

***

Here is a structure of composition C2H2N3O from the Open Molecules 2025 dataset. Energies are from the ωB97M-V functional and the def2-TZVPD basis.

Each line ends with the Mulliken charge.
Geometry (Å):
C 0.339 0.336 -1.446  -0.03
C -1.346 -0.050 -0.957  0.71
N -0.649 0.113 -2.205  -0.20
N -0.797 -0.453 0.755  0.03
N -0.517 0.638 -0.013  -0.15
O -1.665 -1.032 -0.149  -0.13
H 1.314 0.365 -1.571  0.46
H -0.964 -0.413 1.763  0.30

Forces on atoms 1 to 2 (eV/Å):
-6.1 -0.1 0.4
1.6 2.6 0.7

Properties
* total charge: +1

***

Here is the ion C2H2N3O with charge +1 from the Open Molecules 2025 dataset. Energies are from the ωB97M-V functional and the def2-TZVPD basis.

Each line ends with the Mulliken charge.
Geometry (Å):
C 2.324 -0.359 0.210  0.00
N 1.228 -0.658 0.150  0.21
N -0.185 -1.219 0.240  -0.04
N -1.095 -0.514 0.160  0.10
C -1.736 0.798 -0.326  0.20
O -2.274 1.403 0.534  -0.27
H 3.364 -0.448 0.417  0.44
H -1.625 0.997 -1.385  0.36

Forces on atoms 1 to 2 (eV/Å):
0.0 -1.3 0.5
2.4 2.9 -1.1

Properties
* total charge: +1
* SMILES: C#[N+]/N=N\C=O

***

Here is a cluster of 2 separate species, C2H2N3O2S in total from the Open Molecules 2025 dataset. Energies are from the ωB97M-V functional and the def2-TZVPD basis.

Each line ends with the Mulliken charge.
Geometry (Å):
C 0.094 -1.297 -1.538  0.15
C -0.451 0.542 0.981  -0.11
N -0.528 -1.029 -2.494  -0.46
N -0.722 1.151 0.008  0.54
N -1.204 2.053 -0.725  -1.01
O 1.075 0.145 3.150  -0.58
O 1.068 -1.525 1.222  -0.64
S 1.208 -0.126 1.687  0.55
H 0.602 -1.500 -0.671  0.32
H -1.143 1.586 -1.620  0.24

Forces on atoms 1 to 2 (eV/Å):
-3.0 1.2 -4.7
0.1 -0.7 0.0

Properties
* total charge: -1

***

What ΔE to the lowest compared entry with this formula, charge and spin values result from the calculations? In sequence: 22.33 182.31 395.51 91.25 167.47 605.51 364.56 330.16 kJ/mol.
What F_max values result from the calculations? In sequence: 3.03 4.24 7.06 1.91 0.72 6.15 3.93 5.74 eV/Å.
What DFT total energy values result from the calculations? In sequence: -13274.9446 -17967.0867 -17964.8770 -28802.6783 -28801.8883 -8608.5784 -8611.0757 -21504.8640 eV.